Record 1
Here is a single C4H6O2 molecule from the OMol25 dataset. Energies are from wB97M-V/def2-TZVPD.

Last column: Löwdin charge in e.
CARTESIAN COORDINATES (ANGSTROEM)
C -1.263342 -1.550186 0.192765  -0.0286
O -0.650036 -1.511650 -1.010821  -0.0700
C 0.318013 -0.624430 -0.783797  -0.0981
C 0.040356 0.698550 -0.223255  -0.3114
C 0.981215 1.463329 0.602323  -0.1124
O 0.812889 1.764479 -0.776384  -0.0372
H -2.341839 -1.660126 0.165949  0.0756
H -0.674975 -1.867784 1.039692  0.0757
H 1.260761 -0.821212 -1.290408  0.1349
H -1.034103 0.871618 -0.083626  0.1453
H 1.943729 1.023886 0.867685  0.1147
H 0.607330 2.213527 1.299878  0.1115

Cartesian forces, eV/Å:
C -0.959 -0.608 0.404
O -0.279 -0.018 0.047
C 1.308 0.526 -0.407
C -0.334 -0.262 0.031
C 0.159 -0.028 0.251
O 0.017 0.217 -0.161
H 0.151 -0.014 0.044
H -0.011 0.074 -0.037
H -0.130 0.083 0.072
H 0.217 0.109 -0.041
H -0.154 0.034 -0.077
H 0.014 -0.112 -0.127

strongest force on any atom	0.0285	hartree/bohr
LUMO energy (spin up / spin down)	0.345 / 0.405	eV
HOMO energy (spin up / spin down)	-8.19 / -7.75	eV
frontier orbital gap (spin up / spin down)	0.3136 / 0.2999	hartree
energy relative to the best compared isomer or geometry (same formula, charge and spin)	128.44	kcal per mole

---

Record 2
Here is a single CH2INO2S molecule from the OMol25 dataset. Energies are from wB97M-V/def2-TZVPD.

Last column: Löwdin charge in e.
CARTESIAN COORDINATES (ANGSTROEM)
C -1.840155 -0.580496 -0.015105  -0.0351
N -0.613534 -0.481604 -0.402402  -0.0585
O 0.191893 0.719625 -0.038386  -0.4812
O 2.303690 1.746656 0.801460  -0.4951
S 1.923280 1.029799 -0.323123  0.5305
I 2.924494 -1.272839 -0.083643  0.3563
H -2.460047 -1.492711 -0.242886  0.0911
H -2.429620 0.331572 0.304082  0.0922

Cartesian forces, eV/Å:
C 0.414 2.576 -0.767
N 0.928 -1.054 0.520
O -1.278 -0.367 0.070
O 0.708 1.904 2.907
S -2.563 -3.175 -2.977
I -0.351 0.354 -0.087
H 1.339 0.832 0.046
H 0.802 -1.070 0.288

strongest force on any atom	0.0982	hartree/bohr
LUMO energy	-0.972	eV
HOMO energy	-9.85	eV
frontier orbital gap	0.3263	hartree
energy relative to the best compared isomer or geometry (same formula, charge and spin)	16.42	kcal per mole

---

Record 3
Here is a molecular structure, C3H7NO2 from the OMol25 dataset. Energies are from wB97M-V/def2-TZVPD.

Last column: Löwdin charge in e.
CARTESIAN COORDINATES (ANGSTROEM)
N -0.603180 2.183393 0.253049  0.1299
C -0.201679 1.193002 -0.588344  -0.4547
O 0.652987 1.315801 -1.450773  0.0148
C 0.944468 -0.880739 0.567737  0.0063
C 0.115052 -1.406031 -0.488563  -0.4863
O -1.110352 -1.421820 -0.426983  -0.0262
H -1.464807 2.011577 0.750472  0.0981
H -0.444949 3.123462 -0.074221  0.1009
H 0.484066 -0.422895 1.450238  0.1009
H 1.975246 -0.547670 0.380718  0.1062
H 0.701018 -1.749046 -1.350985  0.1429
H 0.734332 -2.158340 0.561919  0.1934
H -0.779581 0.260799 -0.424474  0.0736

Cartesian forces, eV/Å:
N -0.098 0.276 -0.134
C -0.508 0.433 -0.503
O -0.279 -0.068 0.428
C 0.091 -2.181 0.508
C -0.713 0.906 -1.032
O 0.131 -1.006 -0.415
H 0.101 0.147 -0.068
H 0.133 0.162 0.240
H -0.116 -0.446 -0.397
H -0.432 -0.792 -0.140
H -0.200 -0.284 -0.203
H 1.870 1.584 1.809
H 0.022 1.268 -0.093

strongest force on any atom	0.0592	hartree/bohr
LUMO energy	0.930	eV
HOMO energy	-9.55	eV
frontier orbital gap	0.3850	hartree
energy relative to the best compared isomer or geometry (same formula, charge and spin)	77.99	kcal per mole

---

Record 4
Here is 2 unconnected molecules or ions with the total composition C3H4N3 from the OMol25 dataset. Energies are from wB97M-V/def2-TZVPD.

Last column: Löwdin charge in e.
CARTESIAN COORDINATES (ANGSTROEM)
C -0.732222 2.525170 2.658337  0.0410
C -0.748282 2.082774 1.568407  0.1451
C 0.452828 -1.997132 -1.357427  0.0043
N -0.083031 1.409129 -0.509024  0.2971
N -0.198742 -0.807792 -0.975850  0.1497
N 0.026716 0.276564 -0.548651  -0.0725
H -0.675086 3.319537 3.336122  0.0483
H 1.347960 -1.914878 -2.022556  0.1395
H -0.452611 -2.590550 -1.640492  0.1316
H 1.062470 -2.302822 -0.508865  0.1160

Cartesian forces, eV/Å:
C 0.454 1.168 1.244
C 1.025 -2.537 -5.679
C 0.551 -0.757 0.344
N -0.911 4.631 3.795
N -0.360 1.938 0.224
N -0.379 -4.084 -1.372
H -0.256 0.334 1.306
H -1.252 0.520 -0.552
H 1.731 -0.347 -0.018
H -0.602 -0.866 0.709

strongest force on any atom	0.1226	hartree/bohr
LUMO energy (spin up / spin down)	-9.039 / -8.993	eV
HOMO energy (spin up / spin down)	-15.83 / -15.89	eV
frontier orbital gap (spin up / spin down)	0.2497 / 0.2534	hartree
total charge	+1
energy relative to the best compared isomer or geometry (same formula, charge and spin)	197.52	kcal per mole

---

Record 5
Here is a single C3H3ClN2OS molecule from the OMol25 dataset. Energies are from wB97M-V/def2-TZVPD.

Last column: Löwdin charge in e.
CARTESIAN COORDINATES (ANGSTROEM)
C 0.559693 0.746972 -0.982896  -0.2330
C -0.909747 -0.833426 0.527389  -0.3634
C 1.101064 -0.066977 0.145007  -0.6404
N -0.628798 0.488340 -1.390381  0.0197
N -1.421290 -0.252164 -0.547451  0.0192
O -1.210164 -1.688674 1.270410  0.1296
S 1.938640 0.462516 1.544728  0.4941
Cl 0.300609 1.521159 2.237059  0.1467
H 1.250811 1.338535 -1.781827  0.1590
H 1.321697 -1.150665 -0.003131  0.0827
H -2.302516 -0.565617 -1.018908  0.1858

Cartesian forces, eV/Å:
C 1.849 -0.570 -2.037
C 3.078 0.499 -0.524
C -2.937 -2.008 0.145
N 0.393 1.323 -0.144
N -1.163 -0.510 -1.252
O -0.336 -0.023 0.463
S -0.785 0.751 0.227
Cl 0.453 0.346 0.554
H -1.797 -1.200 2.244
H 0.161 0.938 -0.699
H 1.083 0.454 1.023

strongest force on any atom	0.0692	hartree/bohr
LUMO energy	-0.481	eV
HOMO energy	-8.50	eV
frontier orbital gap	0.2948	hartree
energy relative to the best compared isomer or geometry (same formula, charge and spin)	67.84	kcal per mole

---

Record 6
Here is 7 unconnected molecules or ions with the total composition C16H45ClNO16 from the OMol25 dataset. Energies are from wB97M-V/def2-TZVPD.

Last column: Löwdin charge in e.
CARTESIAN COORDINATES (ANGSTROEM)
Cl 2.525140 8.014130 13.718710  0.6332
O 3.242690 9.269800 14.069430  -0.3973
O 2.451600 7.152120 14.873990  -0.4064
O 1.138950 8.332430 13.433660  -0.4127
O 3.146010 7.265490 12.629200  -0.4008
C 6.460790 2.434300 14.744020  -0.1014
O 7.702800 3.185480 14.837650  -0.2095
C 7.377980 4.611060 14.977910  -0.2041
C 6.671760 5.003890 16.302800  -0.1666
N 7.482170 4.475460 17.494680  -0.0451
C 7.310960 5.384070 18.625720  -0.2079
C 7.965410 4.814130 19.942570  -0.2020
O 9.384640 4.614120 20.005600  -0.1966
C 9.822260 3.523340 20.832660  -0.1123
H 5.953410 2.893210 13.895470  0.0858
H 5.860280 2.484200 15.652320  0.0696
H 6.671390 1.388750 14.519110  0.0793
H 6.706640 5.011880 14.218470  0.1110
H 8.376820 5.008490 14.797750  0.1178
H 5.667260 4.589170 16.218550  0.1058
H 6.710790 6.093190 16.301820  0.1174
H 7.004070 3.621650 17.744740  0.0907
H 6.280190 5.682510 18.816890  0.1129
H 7.833940 6.306040 18.371650  0.1143
H 7.524070 3.887820 20.310380  0.0996
H 7.710500 5.474140 20.771730  0.1079
H 9.693960 3.566710 21.914210  0.0788
H 10.857730 3.222760 20.672780  0.0789
H 9.277550 2.677860 20.412470  0.0776
C 1.027090 6.765160 20.148030  -0.2510
C -0.091920 7.308360 19.205120  -0.2430
O 0.418590 8.344110 18.363610  -0.0551
O 2.041620 6.206490 19.368380  -0.0594
H 0.665950 6.112400 20.942740  0.1045
H 1.470640 7.537370 20.776570  0.1165
H -0.945700 7.704320 19.755010  0.1054
H -0.654210 6.596020 18.601380  0.1115
H 0.993820 7.765880 17.857270  0.0726
H 1.796030 5.341550 19.031990  0.0936
C -0.355350 12.237040 8.986400  -0.2449
C 0.294480 11.448720 10.120100  -0.2136
O 0.715970 10.114540 9.682060  -0.0852
O -1.391630 11.479260 8.371770  -0.0774
H 0.354160 12.404910 8.176150  0.1113
H -0.701300 13.169890 9.431610  0.1171
H -0.371030 11.431520 10.983180  0.1193
H 1.281660 11.817830 10.398190  0.1148
H 0.710370 9.655840 10.525360  0.0734
H -1.032910 10.653380 8.038840  0.0764
C 6.840830 11.800330 11.148820  -0.2067
C 7.205190 11.671900 9.615000  -0.2045
O 8.637920 11.828350 9.382820  -0.0875
O 7.130370 10.600690 11.913920  -0.0769
H 5.818930 12.158570 11.273230  0.1074
H 7.492620 12.534950 11.621680  0.1121
H 6.691580 12.522730 9.167350  0.0988
H 6.838890 10.745160 9.173320  0.1122
H 8.917190 11.237130 8.679910  0.0686
H 6.640260 9.874130 11.522120  0.0761
C -5.358890 8.649160 14.909600  -0.1673
C -3.835430 9.240830 14.670480  -0.2331
O -3.190040 9.540220 15.876160  -0.0671
O -6.399100 9.676780 15.145710  -0.1032
H -5.350480 7.883720 15.685570  0.1033
H -5.669760 8.201670 13.965560  0.0989
H -3.858010 10.056810 13.948140  0.1073
H -3.348790 8.418230 14.146440  0.1050
H -2.241480 9.537320 15.728400  0.0910
H -6.164240 10.002210 16.017790  0.0640
C 1.365420 2.617510 9.990430  -0.1867
C 1.693190 3.301150 8.602790  -0.2587
O 1.493010 4.624880 8.885400  -0.0773
O 1.952690 3.273310 11.168120  -0.0772
H 1.839860 1.640670 10.084080  0.1053
H 0.279630 2.523800 10.009720  0.1062
H 1.181480 2.976650 7.696730  0.1156
H 2.752260 3.307760 8.345050  0.1095
H 2.220550 4.912190 9.441950  0.0881
H 1.788070 4.216430 11.238910  0.0720

Cartesian forces, eV/Å:
Cl -0.420 0.569 1.491
O -0.540 -1.905 -1.087
O 0.880 -0.246 0.441
O 0.112 0.499 -1.207
O -0.135 1.056 0.243
C 1.158 0.711 -0.592
O -2.003 0.397 0.402
C 0.744 -0.953 0.447
C 2.702 -1.118 -0.257
N -1.708 0.826 -0.967
C 1.918 -0.600 0.776
C -0.305 -0.015 0.854
O 0.747 0.440 -0.049
C -0.880 -0.655 -1.486
H -0.659 -0.320 0.067
H -0.035 0.086 0.042
H 0.228 0.105 0.050
H -0.037 -0.476 -0.642
H -0.202 0.653 0.558
H -0.202 0.424 0.521
H -0.491 -0.011 0.213
H 0.208 -0.431 0.092
H -0.256 -0.225 0.369
H 0.117 0.113 0.057
H -0.488 -0.475 -0.685
H -0.115 0.607 -0.056
H -0.467 0.616 0.058
H 0.208 0.873 -0.370
H -0.234 -0.531 0.572
C -1.284 0.271 -0.253
C -0.656 0.998 1.283
O -0.206 -1.286 0.524
O 0.954 -0.238 -0.094
H -0.474 -0.707 -0.313
H 0.075 0.598 -0.668
H 0.287 0.504 0.603
H 0.748 -0.881 -0.212
H 0.793 0.780 -0.969
H -0.208 -0.003 0.015
C 0.836 -1.547 -0.261
C 1.312 -0.597 -0.705
O -1.378 0.773 0.273
O -0.968 0.720 0.439
H 0.461 0.553 0.287
H -0.421 -0.019 -0.469
H -0.033 -0.319 0.000
H -0.378 1.198 0.326
H 0.279 -0.773 -0.041
H 0.344 -0.065 0.261
C 1.460 -1.301 -0.460
C 0.493 0.862 1.334
O -0.992 -0.127 0.446
O -0.292 0.932 -0.732
H -0.234 -0.329 -0.115
H 0.034 0.195 -0.328
H -0.042 -0.011 -0.415
H -0.079 -0.053 0.157
H -0.147 -0.053 0.048
H -0.216 -0.128 0.104
C 1.022 2.102 -0.930
C -2.358 -1.637 -0.180
O -0.351 0.198 0.244
O 1.596 -1.286 0.207
H 0.047 0.151 0.155
H 0.168 -0.094 0.044
H -0.253 0.378 0.223
H 0.256 -0.217 0.048
H 0.163 0.002 0.037
H -0.221 0.380 0.160
C 1.094 -0.273 -0.318
C 1.783 -0.571 1.848
O -1.318 2.828 -0.516
O -0.339 -0.838 -1.424
H -0.354 -0.204 -0.273
H -0.067 0.156 0.544
H -0.631 -0.097 0.481
H 0.389 -1.272 0.017
H -0.012 0.199 -0.092
H -0.524 0.128 -0.199

strongest force on any atom	0.0615	hartree/bohr
LUMO energy	2.370	eV
HOMO energy	-6.30	eV
frontier orbital gap	0.3186	hartree
total charge	-1